[1]
Below is 5 unconnected molecules or ions with the total composition C31H47BrN6O4, with properties calculated with ωB97M-V/def2-TZVPD.

```
89
Properties=species:S:1:pos:R:3:forces:R:3
C -1.61361 1.55824 2.38168 0.17 0.04 -0.14
C -1.98971 0.10944 2.27056 -0.08 0.01 -0.05
C -2.16721 -0.68387 3.39864 0.10 0.11 0.07
C -2.48778 -2.02650 3.28958 0.00 -0.05 0.09
C -2.65544 -2.61784 2.04580 -0.17 0.11 -0.08
C -2.95915 -4.09364 1.89992 0.54 0.11 0.21
C -1.71268 -4.81314 1.43726 -0.18 -0.09 -0.03
C -1.61701 -5.31772 0.10756 -0.13 0.10 -0.06
N -0.55525 -5.89375 -0.37505 0.03 0.09 0.20
C 0.49666 -5.98977 0.48552 0.04 -0.04 0.01
C 1.70949 -6.55564 0.03882 0.13 -0.11 -0.23
C 2.78686 -6.65609 0.86463 0.18 -0.10 0.27
C 4.10826 -7.19915 0.38867 0.16 0.11 0.46
C 5.17657 -6.08923 0.23811 -0.33 0.16 0.04
C 4.63319 -4.69645 -0.03360 0.29 0.24 -0.29
Br 6.40455 -6.56423 -1.21083 0.10 -0.11 0.04
C 2.67240 -6.21999 2.21374 -0.08 0.05 -0.21
C 1.51423 -5.67191 2.67120 0.11 0.02 0.24
C 0.40308 -5.52769 1.81388 -0.16 0.04 -0.08
N -0.72821 -4.93619 2.28406 0.04 -0.08 -0.15
C -2.49870 -1.82226 0.91573 -0.04 -0.34 -0.01
C -2.16900 -0.48464 1.02642 0.01 0.20 -0.07
H -1.49768 2.00665 1.39359 -0.08 -0.02 -0.03
H -0.66881 1.67288 2.91325 -0.02 -0.03 0.07
H -2.34415 2.13091 2.94965 -0.06 -0.04 0.02
H -2.03535 -0.24303 4.37987 -0.01 0.01 0.01
H -2.59705 -2.61691 4.19097 -0.02 -0.07 -0.01
H -3.77787 -4.25138 1.19989 -0.06 -0.07 0.01
H -3.21059 -4.50514 2.87709 -0.23 -0.01 -0.04
H -2.47525 -5.21419 -0.54980 0.00 -0.04 -0.03
H 1.78653 -6.90630 -0.98289 -0.16 0.06 -0.06
H 4.46710 -7.88467 1.15959 0.09 -0.18 -0.18
H 4.01066 -7.76822 -0.53171 -0.14 0.11 -0.10
H 5.79010 -6.05541 1.13447 0.15 -0.04 -0.08
H 4.21637 -4.24841 0.86792 -0.18 -0.13 0.02
H 5.44528 -4.04814 -0.36465 0.04 -0.01 0.07
H 3.88300 -4.69337 -0.82381 -0.08 -0.07 0.05
H 3.52322 -6.30561 2.87862 0.04 -0.06 0.00
H 1.41881 -5.33180 3.69385 -0.05 0.04 0.00
H -2.62474 -2.28780 -0.05672 0.00 0.13 -0.08
H -2.04462 0.13613 0.14608 0.03 -0.07 -0.07
C -0.70093 3.25843 -3.46925 -0.03 -0.05 0.06
C -1.49556 2.48946 -2.44233 0.05 0.02 0.09
O -1.41394 2.72383 -1.24572 -0.02 0.01 0.04
N -2.32511 1.51186 -2.89605 0.02 0.06 -0.10
C -2.55358 1.09659 -4.26688 -0.10 -0.09 0.22
H -0.09415 4.00168 -2.96285 -0.04 0.00 0.07
H -0.04465 2.58791 -4.02566 -0.05 0.03 -0.09
H -1.37034 3.77006 -4.16080 0.12 0.02 -0.10
H -2.82848 1.03567 -2.16395 -0.01 0.00 0.00
H -3.60525 1.22199 -4.53131 0.02 0.02 -0.07
H -2.29122 0.04513 -4.39392 0.03 0.01 -0.08
H -1.95192 1.68759 -4.94877 0.01 0.01 0.00
C -1.42687 5.51883 5.86532 -0.01 -0.05 0.02
C -1.17101 4.55690 4.72746 0.00 -0.05 -0.08
O -1.23573 3.34798 4.87256 0.02 0.11 0.22
N -0.86385 5.08918 3.51373 0.00 0.07 0.06
C -0.74310 6.48684 3.15038 0.02 -0.22 -0.14
H -1.65715 4.93872 6.75320 0.00 -0.04 -0.02
H -0.54627 6.13152 6.06137 -0.04 0.06 -0.01
H -2.27081 6.17202 5.64060 0.04 0.06 0.01
H -0.70773 4.39822 2.79563 -0.01 0.00 -0.01
H -1.45733 6.73687 2.36387 -0.01 0.07 0.03
H 0.26138 6.69748 2.77951 0.00 0.08 0.03
H -0.93550 7.12245 4.00798 0.00 0.00 0.02
C -3.99630 5.10294 -3.96584 0.04 -0.01 0.02
C -3.11979 6.32356 -3.80298 0.12 0.05 -0.05
O -2.10338 6.48389 -4.45825 -0.03 -0.10 -0.01
N -3.50489 7.25085 -2.88707 -0.11 -0.08 0.01
C -4.66843 7.22992 -2.02229 0.20 0.18 -0.03
H -3.56249 4.46120 -4.72666 0.05 0.06 -0.03
H -4.05368 4.54891 -3.02722 -0.11 -0.01 -0.01
H -4.99875 5.38954 -4.28520 -0.05 -0.06 0.09
H -2.87958 8.03856 -2.82627 0.01 0.00 0.00
H -5.30247 8.09650 -2.21747 -0.07 -0.04 0.01
H -4.36339 7.25625 -0.97488 -0.06 -0.05 0.02
H -5.25125 6.33060 -2.18841 0.00 -0.01 0.00
C 6.23246 -1.78913 -3.11834 -0.02 -0.01 -0.05
C 5.14260 -0.79672 -3.45439 -0.02 0.00 -0.03
O 4.82571 -0.54691 -4.60413 0.01 -0.01 0.00
N 4.51635 -0.18525 -2.41161 0.07 -0.06 0.04
C 4.75453 -0.36061 -0.99230 -0.18 0.15 -0.13
H 6.62774 -2.19223 -4.04509 -0.04 0.04 -0.04
H 7.04124 -1.30559 -2.56931 -0.01 -0.06 0.06
H 5.83342 -2.61006 -2.52076 0.07 0.00 0.05
H 3.80056 0.46406 -2.69665 -0.01 0.00 0.00
H 3.84914 -0.71397 -0.49531 0.04 -0.05 0.05
H 5.04801 0.58639 -0.53588 0.05 -0.04 0.05
H 5.54533 -1.08402 -0.82533 0.01 -0.01 -0.01
```
Positions in Å, forces in eV/Å.

The orbital gap is 8.4 eV. The value obtained for the electronic energy is -4413.03958 Eh. Its lowest unoccupied orbital energy is -0.10 eV. The total charge is 0. The highest occupied orbital energy comes out at -8.483 eV. The maximum force is 0.589 eV/A.

***

[2]
Below is a molecular structure, C31H47BrO2P2Ru at a distorted geometry, with properties calculated with ωB97M-V/def2-TZVPD.

```
84
Properties=species:S:1:pos:R:3:forces:R:3
Ru 0.69115 0.79281 -0.20073 -1.58 -1.04 0.30
C 1.20462 1.07449 2.83044 0.80 -0.08 -0.66
C 2.02756 1.28860 1.67590 -0.72 1.28 -0.80
C 0.10328 2.62529 1.54473 0.42 -0.40 0.62
C 0.04182 1.88635 2.74085 -0.40 0.46 -1.09
C 1.39120 2.37252 0.89220 1.06 -0.30 2.87
C 1.57564 0.24022 3.98020 -0.20 -0.37 0.52
H 2.30924 -0.52392 3.70549 -0.06 0.12 0.08
H 0.68489 -0.27336 4.39126 0.73 0.48 -0.15
H 2.02105 0.85143 4.78131 -0.07 -0.05 -0.17
C -1.02975 2.02943 3.76414 -0.08 -0.01 -0.12
H -1.58499 1.09237 3.90032 0.13 0.25 0.08
H -1.72773 2.81278 3.45926 0.00 -0.16 0.11
H -0.60471 2.32815 4.72857 -0.03 -0.16 -0.08
C -0.83334 3.68491 1.11169 -0.47 0.19 -0.28
H -0.72999 4.62140 1.68301 0.09 -0.29 -0.09
H -1.87620 3.35684 1.21446 0.21 0.18 -0.16
H -0.61970 3.90723 0.06209 -0.34 0.19 0.07
C 2.19472 3.39653 0.17131 -0.12 0.08 -0.63
H 3.08072 3.71498 0.74084 -0.28 -0.22 -0.11
H 1.57871 4.26745 -0.03849 0.09 0.12 -0.08
H 2.53048 2.98354 -0.78195 0.35 0.22 -0.20
C 3.47565 0.97790 1.59349 0.49 -0.10 -0.09
H 4.06522 1.76574 2.09325 -0.03 -0.36 -0.10
H 3.81273 0.89342 0.55549 0.03 0.15 0.16
H 3.69158 0.01768 2.06295 0.12 0.08 0.09
C -0.65592 -0.83431 0.45873 0.55 -0.07 -0.05
C 0.67358 -1.22624 0.69521 -0.20 0.07 0.15
C 1.46053 -2.16201 -0.19989 0.38 -0.49 0.03
C 2.31948 -1.50348 -1.30407 0.43 -0.37 0.39
C 1.74738 -0.22307 -1.81473 -1.17 -0.25 0.36
C 0.35142 -0.10546 -2.09029 0.80 0.23 0.25
C -0.63315 -1.24917 -2.02390 -0.16 -0.38 0.02
C -1.43834 -1.33268 -0.72532 -0.35 0.30 -0.04
H 0.77411 -2.90411 -0.63577 0.29 0.11 0.30
H 2.44777 -2.21794 -2.13731 0.16 0.16 0.24
H 2.15732 -2.69787 0.45996 -0.31 -0.09 -0.28
H -1.76138 -2.36606 -0.55114 0.06 0.03 0.09
H -1.24856 -0.57129 1.33536 0.17 0.21 -0.12
H 0.96181 -1.29223 1.75411 -0.03 0.47 -0.55
H -2.36764 -0.75667 -0.82885 0.26 -0.02 0.07
H -1.37323 -1.11402 -2.83046 0.24 -0.10 0.30
H 0.09771 0.65598 -2.84863 0.08 -0.41 1.08
H -0.10745 -2.20412 -2.18737 -0.30 0.33 -0.21
H 3.31614 -1.30111 -0.87502 -0.30 -0.12 -0.34
H 2.41136 0.40254 -2.41202 0.06 0.23 0.42
P -0.37265 -1.24153 -4.89177 -1.24 0.07 -2.25
P -0.17495 1.95635 -4.47737 0.09 0.33 -2.00
C -0.13238 -0.13149 -6.36640 0.25 0.23 0.17
C -0.75048 1.24693 -6.09190 -0.28 -0.50 0.20
H -0.58978 -0.61260 -7.25067 0.22 0.10 0.35
H 0.94555 -0.03970 -6.52258 -0.04 -0.03 -0.16
H -0.51110 1.96844 -6.88542 -0.08 -0.22 0.10
H -1.84533 1.14848 -6.02059 0.27 0.18 -0.16
C -0.91651 3.61503 -4.55660 -0.28 0.18 0.27
H -0.40037 4.27897 -3.85148 -0.21 -0.11 -0.17
H -1.97646 3.55355 -4.28592 0.19 0.14 -0.05
H -0.82972 4.02215 -5.57489 0.05 -0.10 0.29
C 1.58133 2.33222 -4.87397 0.11 -0.18 0.27
H 1.69530 2.59653 -5.93972 -0.08 -0.07 0.43
H 2.21156 1.46164 -4.64091 -0.06 0.34 -0.14
H 1.89619 3.18517 -4.25536 0.05 -0.30 -0.19
C -2.14516 -1.70293 -5.14350 0.01 0.26 0.57
H -2.48865 -2.28176 -4.27424 -0.02 0.10 -0.34
H -2.23488 -2.32198 -6.04959 0.09 0.27 0.26
H -2.76743 -0.80120 -5.23551 0.13 -0.33 0.04
C 0.41158 -2.85685 -5.19246 0.47 0.01 0.47
H 1.22978 -2.79102 -5.91076 0.00 0.10 0.08
H -0.31900 -3.59484 -5.53136 0.01 0.20 0.02
H 0.81673 -3.18929 -4.23249 0.10 -0.19 -0.17
Br -1.09543 0.15263 7.14063 -0.13 -0.44 0.26
C -1.69956 -1.65104 7.18329 -0.03 0.34 1.18
C -1.87732 -2.32167 8.40488 0.17 0.19 -0.60
C -2.36814 -3.63328 8.38680 0.13 0.33 -0.27
C -2.66486 -4.26289 7.16656 0.12 0.13 -0.58
C -2.47559 -3.57923 5.96480 -0.39 -0.51 0.31
C -1.96633 -2.27548 5.97017 -0.89 0.42 -0.51
C -1.69130 -1.53762 4.67512 3.29 -1.80 0.48
O -0.51327 -1.67689 4.24407 -2.79 0.52 -0.28
O -2.65943 -0.90160 4.20435 -0.14 -0.09 0.05
H -1.63249 -1.81176 9.33669 -0.12 -0.20 -0.26
H -2.52934 -4.16837 9.32132 0.04 0.18 -0.20
H -3.04534 -5.28761 7.15368 0.15 0.41 0.02
H -2.72155 -4.02691 5.00252 0.02 -0.04 0.31
```
Positions in Å, forces in eV/Å.

The orbital gap (spin up / spin down) is 6.3 / 4.1 eV. The value obtained for the electronic energy is -4710.73369 Eh. Its lowest unoccupied orbital energy (spin up / spin down) is -5.98 / -8.65 eV. The total charge is +2. The relative energy (zero: lowest compared OMol25 entry of this formula, charge and spin) is 0.0 kJ/mol. The highest occupied orbital energy (spin up / spin down) comes out at -12.330 / -12.715 eV. The maximum force is 3.784 eV/A. Its expectation value of S² is 6.06. As for the multiplicity: 5.